P.
An isolated ion of composition C5H9IN and charge +1. Source: the Open Molecules 2025 dataset; level of theory: ωB97M-V with the def2-TZVPD basis set.

Last column: Löwdin charge in e.
Cartesian coordinates (Å):
C: -1.31 0.36 1.09  -0.0272
C: -0.14 -0.65 0.86  -0.1553
C: -0.42 -1.60 -0.33  0.0387
C: 0.59 -1.19 -1.10  -0.1071
C: 1.06 -0.10 -0.26  -0.7543
N: 0.55 1.25 -0.72  0.1438
I: 3.22 0.07 0.15  0.8836
H: -1.87 0.08 1.92  0.0755
H: -2.03 0.23 0.32  0.0851
H: -1.14 1.34 1.25  0.0388
H: 0.42 -0.95 1.66  0.0937
H: -1.21 -2.26 -0.26  0.1022
H: 0.81 -1.34 -2.10  0.0975
H: -0.37 1.12 -1.20  0.1901
H: 1.28 1.68 -1.31  0.1348
H: 0.55 1.97 0.02  0.1601

Properties
- multiplicity = 1
- molecular weight (g/mol) = 210.04
- highest occupied orbital energy (hartree) = -0.506
- net charge = +1
- SMILES string = C[C@H]1C=C[C@]1([NH3+])I
- lowest unoccupied orbital energy (eV) = -3.87

---

Q.
An isolated ion of composition C5H9IN and charge +1. Source: the Open Molecules 2025 dataset; level of theory: ωB97M-V with the def2-TZVPD basis set.

Last column: Löwdin charge in e.
Cartesian coordinates (Å):
C: 0.36 1.77 -0.17  -0.0712
C: 0.63 0.52 0.71  -0.1481
C: 0.25 -0.78 0.04  -0.3002
C: 1.07 -1.51 -0.96  0.0494
N: -0.91 -1.19 0.33  0.0893
C: -2.22 -0.98 0.80  -0.4709
I: -3.61 0.29 -0.14  0.9759
H: 1.02 1.70 -1.12  0.1162
H: 0.77 2.73 0.18  0.0991
H: -0.61 1.87 -0.36  -0.0090
H: 0.15 0.76 1.73  0.1537
H: 1.68 0.68 0.79  0.1054
H: 0.67 -2.44 -1.18  0.0771
H: 2.15 -1.36 -0.77  0.1171
H: 0.98 -0.62 -1.68  0.1399
H: -2.40 -1.43 1.79  0.0765

Properties
- multiplicity = 1
- molecular weight (g/mol) = 210.04
- highest occupied orbital energy (hartree) = -0.529
- net charge = +1
- SMILES string = CCC(C)=[N+]=CI
- lowest unoccupied orbital energy (eV) = -5.58

---

R.
An isolated ion of composition C5H9IN and charge +1. Source: the Open Molecules 2025 dataset; level of theory: ωB97M-V with the def2-TZVPD basis set.

Last column: Löwdin charge in e.
Cartesian coordinates (Å):
I: 3.64 -0.18 -0.31  0.9305
C: 1.60 -0.18 -0.84  -0.5508
N: 0.56 0.05 0.61  -0.1146
C: -0.17 -1.16 0.77  -0.0702
C: -1.40 -0.98 0.23  0.0371
C: -1.41 0.48 -0.38  -0.1041
C: -0.27 1.11 0.39  -0.2216
H: 1.15 -1.10 -1.23  0.0481
H: 1.25 0.52 -1.68  0.0897
H: 1.31 0.29 1.28  0.1438
H: 0.18 -2.00 1.26  0.1177
H: -2.26 -1.69 0.26  0.1396
H: -1.15 0.40 -1.41  0.1010
H: -2.45 0.84 -0.19  0.1437
H: 0.09 2.05 -0.06  0.1601
H: -0.67 1.54 1.31  0.1501

Properties
- multiplicity = 1
- molecular weight (g/mol) = 210.04
- highest occupied orbital energy (hartree) = -0.512
- net charge = +1
- SMILES string = IC[N@@H+]1C=CCC1
- lowest unoccupied orbital energy (eV) = -4.04

---

Which one is most stable, and which one is least stable? R is the most stable of them, while Q is the least stable.

---

P.
An isolated ion of composition C2HN2S3 and charge -1. Source: the Open Molecules 2025 dataset; level of theory: ωB97M-V with the def2-TZVPD basis set.

Last column: Löwdin charge in e.
Cartesian coordinates (Å):
S: 1.73 1.69 -1.66  0.4478
C: 0.85 1.25 -0.34  -1.3878
S: -0.44 1.96 0.56  0.5420
N: 0.85 0.22 0.59  -0.1778
N: 0.45 -0.95 0.57  -0.1191
C: -0.70 -1.39 0.25  -0.7633
S: -1.88 -0.42 -0.41  0.4672
H: -0.86 -2.37 0.43  -0.0089

Properties
- multiplicity = 1
- molecular weight (g/mol) = 149.25
- highest occupied orbital energy (alpha / beta) (hartree) = -0.133 / -0.133
- net charge = -1
- SMILES string = S=C1SN1/N=C\[S-]
- lowest unoccupied orbital energy (alpha / beta) (eV) = 3.10 / 3.10

---

Q.
An isolated ion of composition C2HN2S3 and charge -1. Source: the Open Molecules 2025 dataset; level of theory: ωB97M-V with the def2-TZVPD basis set.

Last column: Löwdin charge in e.
Cartesian coordinates (Å):
C: -0.33 -0.97 -0.25  -0.3421
C: -1.02 -0.65 0.88  -1.0654
N: -1.09 -1.63 -1.11  -0.0492
N: -2.38 -1.33 -0.91  -0.4865
S: -3.82 0.74 0.68  -0.0754
S: -0.31 -0.60 2.36  0.4697
S: -2.75 -1.04 0.52  0.4536
H: 0.73 -1.05 -0.47  0.0953

Properties
- multiplicity = 1
- molecular weight (g/mol) = 149.25
- highest occupied orbital energy (hartree) = -0.137
- net charge = -1
- lowest unoccupied orbital energy (eV) = 2.82

---

Which one is most stable, and which one is least stable? Q is the most stable of them, while P is the least stable.

---

P.
One molecule with the formula C4H7ClS. Source: the Open Molecules 2025 dataset; level of theory: ωB97M-V with the def2-TZVPD basis set.

Last column: Löwdin charge in e.
Cartesian coordinates (Å):
S: 0.36 -0.88 1.42  0.6708
C: -0.71 -0.80 -0.03  -0.7872
C: -2.05 -0.09 -0.13  -0.1936
C: -1.22 1.21 -0.45  -0.2028
C: -0.05 0.27 -0.90  -0.7264
Cl: 1.71 0.62 -0.71  0.5634
H: -0.82 -1.29 2.21  -0.0541
H: -1.00 -1.83 -0.42  0.1131
H: -2.45 -0.44 -1.21  0.1445
H: -2.97 0.02 0.64  0.1542
H: -1.02 2.09 0.31  0.1539
H: -1.67 1.55 -1.32  0.0557
H: -0.55 -0.09 -1.81  0.1084

Properties
- multiplicity = 1
- molecular weight (g/mol) = 122.62
- highest occupied orbital energy (hartree) = -0.329
- net charge = 0
- SMILES string = S[C@H]1CC[C@H]1Cl
- lowest unoccupied orbital energy (eV) = 0.75

---

Q.
One molecule with the formula C4H7ClS. Source: the Open Molecules 2025 dataset; level of theory: ωB97M-V with the def2-TZVPD basis set.

Last column: Löwdin charge in e.
Cartesian coordinates (Å):
C: 0.43 1.57 0.51  -0.0427
C: 0.12 0.59 -0.30  -0.7025
C: 1.22 -0.05 -1.23  -0.6202
Cl: 0.67 0.20 -2.86  0.5734
S: -1.61 -0.01 -0.42  0.8026
C: -1.40 -1.17 0.96  -0.3525
H: -0.31 1.90 1.32  0.0948
H: 1.40 1.86 0.82  0.0482
H: 2.18 0.41 -0.82  0.1033
H: 1.23 -1.15 -1.25  0.0559
H: -1.46 -2.04 0.37  0.0035
H: -2.12 -1.04 1.64  -0.0161
H: -0.35 -1.07 1.26  0.0524

Properties
- multiplicity = 1
- molecular weight (g/mol) = 122.62
- highest occupied orbital energy (hartree) = -0.323
- net charge = 0
- SMILES string = C=C(CCl)SC
- lowest unoccupied orbital energy (eV) = 0.85

---

Which one is most stable, and which one is least stable? Q is the most stable of them, while P is the least stable.

---

P.
C4H7ClS as an isolated structure. Source: the Open Molecules 2025 dataset; level of theory: ωB97M-V with the def2-TZVPD basis set.

Last column: Löwdin charge in e.
Cartesian coordinates (Å):
C: 1.34 0.45 0.24  -0.5630
C: 0.06 -0.06 -0.32  -0.6486
C: -0.64 -1.34 0.15  -0.4172
C: -1.01 0.92 -0.13  -0.4477
H: 1.50 1.52 -0.08  0.1023
H: 1.02 0.38 1.32  0.1000
H: 0.36 -0.22 -1.37  0.1307
H: -0.56 -2.12 -0.65  0.0789
H: -0.39 -1.73 1.24  0.1277
H: -1.12 1.47 0.89  0.1171
H: -1.20 1.66 -0.92  0.0862
S: -2.21 -0.47 -0.17  0.8176
Cl: 2.85 -0.48 -0.20  0.5160

Properties
- multiplicity = 1
- molecular weight (g/mol) = 122.62
- highest occupied orbital energy (hartree) = -0.323
- net charge = 0
- lowest unoccupied orbital energy (eV) = 0.81

---

Q.
One molecule with the formula C4H7ClS. Source: the Open Molecules 2025 dataset; level of theory: ωB97M-V with the def2-TZVPD basis set.

Last column: Löwdin charge in e.
Cartesian coordinates (Å):
S: -1.34 1.08 0.92  0.6764
C: -0.57 -0.51 0.68  -0.7225
C: -1.19 -1.57 -0.42  -0.1848
C: -0.11 -1.11 -1.35  -0.2093
C: 0.75 -0.57 -0.10  -0.6596
Cl: 1.93 0.80 -0.42  0.5101
H: -2.29 0.81 1.99  -0.0727
H: -0.74 -1.01 1.79  0.1300
H: -1.00 -2.65 -0.18  0.1094
H: -2.25 -1.70 -0.54  0.0942
H: -0.26 -0.39 -2.10  0.0798
H: 0.42 -1.92 -1.93  0.1177
H: 1.35 -1.42 0.44  0.1314

Properties
- multiplicity = 1
- molecular weight (g/mol) = 122.62
- highest occupied orbital energy (hartree) = -0.330
- net charge = 0
- SMILES string = S[C@H]1CC[C@H]1Cl
- lowest unoccupied orbital energy (eV) = 0.55

---

Which one is most stable, and which one is least stable? P is the most stable of them, while Q is the least stable.